DFT (ωB97M-V/def2-TZVPD) results for a structure of composition C38H28N7O4PbS.

Structure (ORCA input):
```
! wB97M-V def2-TZVPD RIJCOSX def2/J DEFGRID3
* xyz -1 1
Pb 0.255 0.070 0.311
N 3.355 2.433 -2.641
C 2.829 1.533 -1.769
N 1.631 1.090 -1.817
C 0.781 1.450 -2.857
N -0.366 0.924 -3.086
N -0.883 0.055 -2.154
C -1.399 -0.994 -2.647
C -1.975 -2.012 -1.743
C -2.832 -2.983 -2.240
C -3.316 -3.949 -1.370
C -2.913 -3.918 -0.050
C -2.042 -2.914 0.360
N -1.588 -1.978 -0.462
C 1.274 2.460 -3.814
C 0.486 2.958 -4.851
C 0.981 3.912 -5.718
C 2.282 4.387 -5.560
C 3.079 3.909 -4.542
C 2.573 2.948 -3.668
H 4.250 2.843 -2.437
H 3.467 1.219 -0.950
H -1.437 -1.161 -3.724
H -3.114 -2.970 -3.285
H -4.000 -4.711 -1.722
H -3.272 -4.639 0.672
H -1.725 -2.842 1.391
H -0.521 2.577 -4.941
H 0.357 4.295 -6.515
H 2.672 5.137 -6.236
H 4.092 4.272 -4.408
C 2.870 -2.959 -2.457
C 3.223 -3.944 -1.546
C 2.784 -3.849 -0.242
C 1.997 -2.760 0.148
N 1.690 -1.807 -0.734
C 2.101 -1.908 -1.997
C 1.454 -2.599 1.515
C 1.727 -3.545 2.509
C 1.191 -3.408 3.775
C 0.391 -2.310 4.067
C 0.127 -1.362 3.092
C 0.644 -1.506 1.810
H 3.180 -2.998 -3.492
H 3.829 -4.788 -1.851
H 3.044 -4.618 0.469
H 1.794 -1.109 -2.658
H 2.354 -4.403 2.305
H 1.398 -4.153 4.532
H -0.038 -2.192 5.054
H -0.476 -0.501 3.330
O -0.263 1.899 -0.133
O -4.310 -2.220 4.690
S -4.581 -1.464 3.489
O -5.718 -1.904 2.713
N -3.267 -1.290 2.583
C -2.863 -0.013 2.508
O -1.873 0.416 1.907
C -3.749 0.929 3.286
C -3.611 2.299 3.409
C -4.545 2.976 4.184
C -5.583 2.289 4.811
C -5.715 0.911 4.680
C -4.777 0.255 3.907
H -2.793 2.798 2.902
H -4.472 4.049 4.305
H -6.300 2.838 5.410
H -6.520 0.374 5.165
C 4.044 2.885 3.095
C 3.375 3.356 1.970
C 2.452 2.545 1.316
C 2.162 1.239 1.738
C 2.842 0.806 2.879
C 3.764 1.607 3.555
H 4.759 3.514 3.616
H 3.557 4.368 1.617
H 1.876 2.953 0.489
H 2.664 -0.193 3.273
H 4.264 1.228 4.441
*
```



DFT (ωB97M-V/def2-TZVPD) results for a structure of composition C38H29BrCoN5O5S.

Structure (ORCA input):
```
! wB97M-V def2-TZVPD RIJCOSX def2/J DEFGRID3
* xyz -1 4
Co -0.425 -0.427 0.311
C -0.899 0.503 4.433
C -0.381 0.621 3.050
N -0.879 -0.131 2.069
N -1.739 -1.135 2.494
C -2.985 -1.354 1.996
N -3.492 -2.571 2.306
S -3.951 -0.241 1.225
C 0.752 1.460 2.782
C 1.517 2.101 3.754
C 2.888 2.365 3.507
C 3.469 2.132 2.291
C 2.614 1.868 1.129
N 1.246 1.453 1.517
H -1.926 0.095 4.410
H -0.921 1.489 4.947
H -0.273 -0.194 5.028
H -1.237 -2.044 2.759
H -2.850 -3.338 2.540
H -4.385 -2.827 1.883
H 1.115 2.264 4.760
H 3.502 2.726 4.342
H 4.552 2.277 2.142
H 2.534 2.732 0.482
O -1.702 1.492 0.028
C -1.571 1.865 -1.337
C -1.309 0.559 -2.187
O -1.675 0.491 -3.350
O -0.660 -0.356 -1.540
C -0.351 2.743 -1.416
C -0.143 3.701 -0.430
C 0.963 4.531 -0.471
C 1.884 4.411 -1.508
C 1.693 3.451 -2.485
C 0.576 2.624 -2.450
C -2.786 2.593 -1.862
C -4.009 2.574 -1.203
C -5.100 3.250 -1.725
C -4.992 3.953 -2.911
C -3.777 3.965 -3.584
C -2.684 3.291 -3.073
H -2.600 1.048 0.238
H -0.868 3.779 0.397
H 1.115 5.286 0.314
H 2.767 5.063 -1.534
H 2.416 3.335 -3.300
H 0.427 1.885 -3.247
H -4.135 2.034 -0.253
H -6.051 3.227 -1.183
H -5.850 4.495 -3.321
H -3.670 4.512 -4.528
H -1.727 3.297 -3.614
Br -2.221 -8.805 -1.656
C -1.657 -7.195 -0.840
C -1.532 -6.031 -1.603
C -1.162 -4.852 -0.979
C -0.926 -4.828 0.394
C -1.050 -6.003 1.149
C -1.408 -7.185 0.536
C -0.645 -3.544 1.100
O -0.710 -3.548 2.368
O -0.428 -2.516 0.370
H -1.739 -6.073 -2.676
H -1.064 -3.914 -1.546
H -0.875 -5.963 2.231
H -1.516 -8.116 1.099
N 7.325 -3.369 -2.474
C 6.487 -2.649 -2.084
C 5.492 -1.782 -1.600
C 5.864 -0.557 -1.044
C 4.905 0.281 -0.515
C 3.548 -0.097 -0.498
C 3.182 -1.321 -1.115
C 4.145 -2.151 -1.653
C 2.575 0.622 0.201
C 1.264 0.394 0.589
H 6.924 -0.276 -1.028
H 5.208 1.242 -0.078
H 2.119 -1.593 -1.145
H 3.866 -3.097 -2.128
*
```



DFT (ωB97M-V/def2-TZVPD) results for a structure of composition C38H29Cl3NO5PRu.

Structure (ORCA input):
```
! wB97M-V def2-TZVPD RIJCOSX def2/J DEFGRID3
* xyz -1 6
Ru 0.467 0.006 -0.001
O -2.767 -0.001 2.897
C -1.637 -0.178 2.461
O -1.306 0.009 1.221
C -0.565 -0.750 3.373
C -0.057 -2.076 2.798
C 0.744 -2.861 3.840
C 2.079 -2.069 3.869
C 1.784 -0.951 2.870
O 0.976 -1.646 1.882
C 0.785 0.048 3.456
C 0.734 1.361 2.705
O 0.278 2.341 3.269
O 1.215 1.347 1.495
H -1.031 -0.885 4.347
H -0.809 -2.654 2.262
H 0.899 -3.889 3.514
H 0.232 -2.879 4.803
H 2.913 -2.683 3.533
H 2.318 -1.672 4.856
H 2.638 -0.499 2.379
H 1.032 0.283 4.490
C 0.102 3.401 -5.845
C -0.185 4.202 -4.749
C -0.416 3.636 -3.501
C -0.362 2.255 -3.335
C -0.059 1.461 -4.441
C 0.168 2.024 -5.687
P -0.718 1.393 -1.747
C -0.684 2.779 -0.558
C -1.748 3.118 0.270
C -1.623 4.181 1.152
C -0.448 4.914 1.199
C 0.623 4.569 0.386
C 0.515 3.492 -0.474
C -2.531 1.022 -1.872
C -3.313 2.064 -2.292
C -4.704 2.105 -2.054
C -5.277 1.126 -1.305
C -4.524 0.000 -0.886
C -5.137 -0.997 -0.085
C -4.461 -2.121 0.264
C -3.174 -2.336 -0.268
C -2.541 -1.397 -1.033
C -3.165 -0.128 -1.272
H 0.288 3.848 -6.814
H -0.223 5.279 -4.859
H -0.626 4.277 -2.654
H 0.026 0.390 -4.316
H 0.413 1.388 -6.529
H -2.654 2.526 0.268
H -2.439 4.414 1.825
H -0.351 5.731 1.905
H 1.559 5.109 0.447
H 1.375 3.204 -1.072
H -2.842 2.929 -2.746
H -5.285 2.950 -2.399
H -6.322 1.183 -1.022
H -6.155 -0.836 0.250
H -4.918 -2.868 0.901
H -2.687 -3.292 -0.109
Cl 3.953 2.690 -2.612
C 4.242 0.200 -2.640
Cl 5.898 -0.081 -2.257
Cl 3.728 -0.216 -4.236
C 3.307 -0.070 -1.627
N 2.537 -0.301 -0.800
C 0.998 -2.683 -3.102
C 0.899 -2.855 -1.736
C -0.229 -2.415 -1.045
C -1.287 -1.807 -1.723
C -1.187 -1.665 -3.109
C -0.062 -2.098 -3.788
H 1.890 -2.995 -3.630
H 1.713 -3.306 -1.182
H -0.306 -2.625 0.015
H -2.011 -1.213 -3.649
H -0.006 -1.979 -4.863
*
```



DFT (ωB97M-V/def2-TZVPD) results for a structure of composition C38H29IN3O5PSTi.

Structure (ORCA input):
```
! wB97M-V def2-TZVPD RIJCOSX def2/J DEFGRID3
* xyz 0 3
Ti 0.031 0.053 -0.480
O -3.695 3.398 -6.166
C -4.399 2.477 -5.464
O -5.576 2.356 -5.653
C -3.635 1.672 -4.468
C -4.353 1.081 -3.429
C -3.710 0.323 -2.471
C -2.330 0.118 -2.550
C -1.608 0.707 -3.593
C -2.258 1.474 -4.540
N -1.616 -0.648 -1.622
C -2.179 -1.741 -1.109
C -1.371 -2.572 -0.316
C -1.786 -3.836 0.161
C -0.857 -4.684 0.696
C 0.488 -4.269 0.761
C 0.806 -2.995 0.364
N -0.088 -2.123 -0.127
H -2.803 3.471 -5.807
H -5.421 1.237 -3.383
H -4.274 -0.089 -1.644
H -0.542 0.548 -3.649
H -1.677 1.882 -5.360
H -3.182 -2.056 -1.375
H -2.825 -4.118 0.051
H -1.148 -5.665 1.047
H 1.265 -4.910 1.151
H 1.820 -2.631 0.450
C 3.235 -3.950 4.322
C 1.935 -3.468 4.253
C 1.656 -2.329 3.519
C 2.674 -1.642 2.855
C 3.978 -2.122 2.945
C 4.254 -3.275 3.670
P 2.196 -0.178 1.879
C 1.688 0.937 3.229
C 2.494 1.770 4.002
C 1.964 2.496 5.058
C 0.623 2.376 5.390
C -0.184 1.529 4.649
C 0.339 0.832 3.570
C 3.763 0.286 1.059
C 4.101 -0.609 0.033
C 5.258 -0.459 -0.713
C 6.099 0.617 -0.470
C 5.762 1.532 0.514
C 4.610 1.368 1.273
H 3.454 -4.849 4.886
H 1.132 -3.989 4.761
H 0.632 -1.975 3.457
H 4.786 -1.598 2.459
H 5.274 -3.635 3.728
H 3.554 1.844 3.830
H 2.615 3.144 5.631
H 0.215 2.933 6.224
H -1.232 1.415 4.899
H -0.326 0.226 2.972
H 3.440 -1.435 -0.199
H 5.489 -1.172 -1.493
H 7.001 0.750 -1.053
H 6.396 2.391 0.697
H 4.381 2.126 2.001
I -2.906 7.432 3.107
C -2.386 5.634 2.193
C -2.531 4.443 2.891
C -2.182 3.252 2.279
C -1.695 3.251 0.977
C -1.561 4.447 0.284
C -1.901 5.643 0.892
C -1.305 1.976 0.329
O -0.983 1.934 -0.888
O -1.214 0.905 1.015
H -2.910 4.446 3.904
H -2.277 2.314 2.805
H -1.180 4.433 -0.728
H -1.791 6.577 0.358
O 1.504 1.952 0.057
S 2.017 1.673 -1.325
N 1.400 0.423 -1.847
*
```



Total energy per entry: -74561.337 -176069.573 -101043.477 -105927.335 eV
ΔE to the lowest compared entry with this formula, charge and spin per entry: 34.9 0.0 0.0 21.3 kcal per mole